[1]
Here is a structure of composition C25H42Cl3CrN4O3Si at a distorted geometry from the Open Molecules 2025 dataset. Energies are from ωB97M-V/def2-TZVPD.

Energy relative to the best compared isomer or geometry (same formula, charge and spin) (kcal per mole): 157.3
E_LUMO (spin up / spin down) (eV): 2.021 / 2.008
Kohn-Sham gap (spin up / spin down) (eV): 2.846 / 2.833
Spin multiplicity: 5
E_HOMO (spin up / spin down) (Eh): -0.0303 / -0.0303
Charge: -1
DFT total energy (hartree): -4137.07286

Last column: Mulliken spin population.
Element x y z (Å)
1 C 0.2954 -1.3990 -4.6943  0.00
2 C 0.6324 0.0462 -4.1738  0.00
3 H -0.5459 -1.3669 -5.3762  0.00
4 H 0.0776 -2.1224 -3.8838  0.00
5 H 1.0738 -1.8603 -5.3207  0.00
6 C 1.3765 0.8912 -5.0242  0.00
7 C 1.0873 1.0614 -6.4204  0.00
8 H 2.2404 1.2396 -4.5712  0.00
9 H 0.0334 1.0134 -6.6238  0.00
10 H 1.5954 0.4040 -7.1099  0.00
11 H 1.3846 2.0697 -6.6132  0.00
12 Cr -0.1447 -0.8951 1.7303  3.78
13 Cl 0.8807 -2.9206 1.4806  0.08
14 Cl -2.5801 -0.7961 1.3116  0.04
15 H -1.6193 -0.9670 6.8661  0.00
16 H -0.9817 -3.6016 6.3867  0.00
17 C -2.2112 -1.0467 5.9460  0.00
18 C -1.7226 -3.4669 5.5688  0.00
19 N -1.6306 -2.0800 5.0770  0.01
20 H -2.3002 -0.0977 5.4438  0.00
21 C -0.7285 -1.8391 4.1019  0.06
22 O -0.2826 -0.7392 3.7061  0.02
23 H -1.5098 -4.1165 4.6996  0.00
24 H -0.3714 -2.7801 3.6575  0.00
25 H -3.1846 -1.4091 6.2409  0.00
26 H -2.7388 -3.6199 5.9722  0.00
27 H -2.5192 0.7611 -1.9570  0.00
28 H -0.7077 3.2777 -2.6166  0.00
29 C -2.9027 1.6175 -1.3593  0.01
30 C -1.4745 3.5995 -1.9085  0.00
31 N -1.8305 2.5350 -0.9940  0.00
32 H -3.4021 1.2224 -0.4548  0.00
33 C -1.2838 2.6181 0.2505  0.00
34 O -1.5011 1.9050 1.2303  0.01
35 H -1.0530 4.3892 -1.2878  0.00
36 H -0.5425 3.4332 0.3268  0.00
37 H -3.6234 2.1643 -1.9984  0.00
38 H -2.3545 3.9536 -2.4483  0.00
39 O -0.3172 0.4592 -3.0834  0.01
40 C 0.9621 0.0455 -2.6856  0.01
41 C 2.0218 2.2292 -1.9282  0.00
42 C 2.0136 0.8368 -1.9872  0.02
43 H 1.1676 2.7626 -2.3562  0.00
44 C 3.1033 2.9318 -1.3789  0.00
45 H 0.8267 -0.9740 -2.3656  -0.01
46 C 3.0116 0.1665 -1.2083  -0.01
47 H 3.1051 4.0466 -1.3792  0.00
48 C 4.2187 2.2399 -0.8497  0.00
49 C 4.1313 0.8419 -0.7196  0.00
50 H 2.9134 -0.8939 -1.0011  0.00
51 H 5.1122 2.7762 -0.4732  0.00
52 H 4.9433 0.2968 -0.2140  0.00
53 Si -3.1925 -2.3578 -0.4157  0.02
54 Cl 0.1820 -0.1613 -0.1601  -0.04
55 C -4.9138 -1.7861 -0.5924  0.00
56 C -2.7254 -3.5069 0.9527  0.01
57 C -2.6454 -3.1773 -2.0618  0.00
58 H -5.1001 -0.7175 -0.4899  0.00
59 H -5.4560 -2.3291 0.1944  0.00
60 H -5.2750 -2.1185 -1.5701  0.00
61 H -2.8200 -2.5914 -2.9725  0.00
62 H -3.3031 -4.0498 -2.1022  0.00
63 H -1.6066 -3.5320 -2.0846  0.00
64 H -1.6447 -3.5103 1.1217  -0.01
65 H -3.0229 -4.5007 0.6761  0.00
66 H -3.1901 -3.2276 1.8895  0.00
67 N 4.8709 2.5617 3.3729  0.00
68 C 3.8595 1.8279 2.8163  0.00
69 C 2.7521 2.4260 2.1718  0.01
70 C 1.6928 1.6386 1.7431  -0.01
71 N 1.6119 0.2977 1.9569  -0.07
72 C 2.6834 -0.2699 2.5304  0.02
73 C 3.8209 0.4129 2.9267  -0.01
74 H 4.8226 3.5739 3.3915  0.00
75 H 5.5661 2.0984 3.9418  0.00
76 H 2.7434 3.5155 1.9834  0.00
77 H 0.8684 2.1095 1.2205  0.02
78 H 2.6131 -1.3414 2.6671  0.00
79 H 4.6647 -0.1276 3.3623  0.00

***

[2]
Here is a structure of composition C26H41B2I2N8O5S at a distorted geometry from the Open Molecules 2025 dataset. Energies are from ωB97M-V/def2-TZVPD.

Energy relative to the best compared isomer or geometry (same formula, charge and spin) (kcal per mole): 0.0
E_LUMO (eV): -4.798
Kohn-Sham gap (eV): 5.126
Spin multiplicity: 1
E_HOMO (Eh): -0.3647
Charge: +1
DFT total energy (hartree): -2872.57513

Last column: Mulliken charge in e.
Element x y z (Å)
1 C 2.2824 -3.9056 3.2916  -0.87
2 C 0.9418 -3.4375 2.5188  -0.23
3 O 0.7016 -2.0070 2.5635  -0.29
4 C 1.5591 -1.2789 1.6772  -0.92
5 N 0.9104 -0.8168 0.4158  0.61
6 B 1.9162 -0.4121 -0.6195  0.52
7 N 2.2091 0.9521 -1.1495  -0.58
8 O 2.6982 -1.4943 -1.1862  -0.57
9 C -0.1972 0.0868 0.6273  -1.70
10 N -0.2784 1.1841 1.6154  0.93
11 S 1.1211 2.1892 1.6918  -0.20
12 C -0.7164 0.7057 2.9655  -0.27
13 C -1.4048 1.9513 3.7262  0.10
14 O -2.5718 1.8903 4.1991  -0.44
15 N -1.3522 -0.0893 -0.0419  1.09
16 B -1.6104 -1.1750 -1.0582  0.90
17 O -1.9378 -2.5401 -0.7675  -0.45
18 O -1.5734 -0.7861 -2.4516  -0.43
19 C -1.0588 -1.8650 -3.2860  -0.70
20 C -2.5358 0.8093 0.2004  -0.55
21 I -4.1645 0.0303 1.4406  0.23
22 C -2.6682 2.1058 -0.3531  -0.11
23 C -1.5308 2.7576 -1.2607  -0.26
24 I -4.4992 3.2545 0.0562  0.11
25 H 2.6189 -4.8753 2.7636  0.31
26 H 3.0581 -3.0754 3.2190  0.25
27 H 2.0733 -4.2220 4.3806  0.30
28 H 0.0701 -3.9214 3.1021  0.32
29 H 0.8609 -3.8354 1.4533  0.28
30 H 2.0859 -0.4000 2.2127  0.07
31 H 2.4206 -1.9805 1.3565  0.61
32 H 1.3747 1.5443 -1.2503  0.29
33 H 2.9284 1.4400 -0.5813  0.24
34 H 3.4308 -1.0885 -1.7107  0.29
35 H 1.2131 2.6490 3.0114  0.23
36 H -1.5247 -0.1041 2.8861  0.11
37 H 0.1475 0.2858 3.6097  0.50
38 H -0.8526 2.9483 3.8392  0.19
39 H -2.6007 -2.5387 -0.0375  0.20
40 H -0.8217 -1.4398 -4.3282  0.23
41 H -0.0932 -2.3339 -2.9030  0.27
42 H -1.9113 -2.6213 -3.4276  0.29
43 H -1.5540 3.8953 -1.1948  0.48
44 H -1.7357 2.4245 -2.3472  0.26
45 H -0.5311 2.3557 -0.8951  -0.41
46 N 4.3627 1.8186 1.6977  0.36
47 C 4.9992 0.6231 1.9038  -0.62
48 C 6.2422 0.8892 2.4243  -0.64
49 C 6.3577 2.2968 2.5426  -0.55
50 C 5.1824 2.8441 2.0896  -0.54
51 H 3.4356 1.9239 1.3171  -0.11
52 H 4.5140 -0.3113 1.6610  0.61
53 H 6.9856 0.1526 2.6917  0.45
54 H 7.2066 2.8482 2.9181  0.42
55 H 4.8600 3.8715 2.0109  0.44
56 N -6.6805 -3.1838 1.2999  0.07
57 C -7.6385 -3.8382 0.5723  -0.49
58 C -7.3248 -5.1752 0.5650  -0.38
59 C -6.1368 -5.3348 1.3208  -0.44
60 C -5.7636 -4.0900 1.7644  -0.48
61 H -6.6547 -2.1909 1.4682  0.14
62 H -8.4572 -3.2974 0.1228  0.38
63 H -7.8887 -5.9525 0.0714  0.39
64 H -5.6135 -6.2584 1.5190  0.39
65 H -4.9267 -3.7712 2.3678  0.42
66 N -4.7621 5.3373 -3.1329  0.10
67 C -5.3924 6.5485 -3.2426  -0.51
68 C -6.0000 6.5996 -4.4729  -0.38
69 C -5.7316 5.3720 -5.1280  -0.54
70 C -4.9683 4.6118 -4.2766  -0.31
71 H -4.2307 5.0278 -2.3358  0.12
72 H -5.3527 7.2676 -2.4385  0.36
73 H -6.5752 7.4281 -4.8585  0.39
74 H -6.0611 5.0771 -6.1133  0.38
75 H -4.5543 3.6207 -4.3856  0.35
76 N 6.6715 -1.0724 -0.9372  0.11
77 C 7.0786 -2.3307 -1.2929  -0.57
78 C 7.3397 -2.3264 -2.6414  -0.39
79 C 7.0864 -1.0155 -3.1164  -0.59
80 C 6.6784 -0.2626 -2.0423  -0.36
81 H 6.4086 -0.7860 -0.0069  0.19
82 H 7.1457 -3.1187 -0.5582  0.36
83 H 7.6768 -3.1724 -3.2215  0.41
84 H 7.1918 -0.6618 -4.1313  0.41
85 H 6.3921 0.7760 -1.9692  0.41

***

[3]
Here is a structure of composition C46H42BN10SbSe4W at a distorted geometry from the Open Molecules 2025 dataset. Energies are from ωB97M-V/def2-TZVPD.

Energy relative to the best compared isomer or geometry (same formula, charge and spin) (kcal per mole): 19.2
E_LUMO (spin up / spin down) (eV): -1.009 / -1.128
Kohn-Sham gap (spin up / spin down) (eV): 5.169 / 5.612
Spin multiplicity: 3
E_HOMO (spin up / spin down) (Eh): -0.2270 / -0.2477
DFT total energy (hartree): -12263.64065

Last column: Mulliken spin population.
Element x y z (Å)
1 W 1.0324 -0.6809 -0.2824  0.62
2 C 5.9043 -1.6502 0.3975  0.00
3 C 4.9329 -0.5445 0.1678  0.00
4 C 5.1610 0.7651 -0.2194  0.00
5 C 3.9060 1.3593 -0.3262  0.01
6 N 2.9592 0.4677 0.0183  0.04
7 N 3.6098 -0.6896 0.3071  0.00
8 B 2.6660 -1.8875 0.5374  -0.02
9 N 1.9392 -1.6762 1.9048  0.03
10 N 0.8261 -0.8477 1.8338  0.01
11 C 0.1386 -1.0428 2.9833  -0.01
12 C 0.7940 -1.9977 3.7521  0.01
13 C 1.9183 -2.3761 3.0423  0.00
14 C 2.9498 -3.3979 3.3638  0.00
15 C -1.1114 -0.3562 3.3080  0.01
16 C -2.1015 -1.0439 4.0155  0.00
17 C -3.3181 -0.4429 4.2873  0.00
18 C -3.5684 0.8570 3.8692  0.00
19 C -2.5784 1.5592 3.1955  0.00
20 C -1.3624 0.9587 2.9173  0.00
21 N 1.9557 -0.6808 -2.1245  0.01
22 N 0.7703 0.0389 -2.2570  0.06
23 C 0.2036 -0.3707 -3.4192  -0.01
24 C 0.9931 -1.3576 -4.0064  0.02
25 C 2.0698 -1.5278 -3.1658  0.01
26 C 3.1943 -2.4992 -3.2325  0.00
27 C -1.0761 0.1263 -3.9264  -0.01
28 C -1.3522 1.4921 -3.9885  0.00
29 C -2.5870 1.9356 -4.4330  0.00
30 C -3.5499 1.0162 -4.8284  0.00
31 C -3.2643 -0.3421 -4.8089  0.00
32 C -2.0295 -0.7916 -4.3665  0.02
33 C 3.6443 2.7346 -0.7779  0.01
34 C 4.2468 3.8050 -0.1203  0.00
35 C 4.0394 5.1022 -0.5591  0.00
36 C 3.2359 5.3472 -1.6640  0.00
37 C 2.6453 4.2854 -2.3343  0.00
38 C 2.8554 2.9845 -1.9002  0.00
39 H 6.9211 -1.2663 0.3616  0.00
40 H 5.7361 -2.1179 1.3679  0.00
41 H 5.8003 -2.4232 -0.3656  0.00
42 H 6.1128 1.2207 -0.4371  0.00
43 H 3.2908 -2.9055 0.5636  0.00
44 H 0.5038 -2.3422 4.7304  0.00
45 H 3.0338 -3.5172 4.4420  0.00
46 H 2.6723 -4.3611 2.9309  0.00
47 H 3.9166 -3.1148 2.9516  0.00
48 H -1.9255 -2.0668 4.3250  0.00
49 H -4.0797 -0.9935 4.8245  0.00
50 H -4.5220 1.3232 4.0793  0.00
51 H -2.7480 2.5860 2.8958  0.00
52 H -0.5833 1.5198 2.4244  0.00
53 H 0.7771 -1.8958 -4.9147  0.00
54 H 2.9903 -3.2503 -3.9920  0.00
55 H 4.1310 -1.9900 -3.4674  0.00
56 H 3.3101 -2.9955 -2.2682  0.00
57 H -0.5818 2.2010 -3.7055  0.00
58 H -2.7956 2.9973 -4.4757  0.00
59 H -4.5220 1.3619 -5.1572  0.00
60 H -4.0029 -1.0619 -5.1370  0.00
61 H -1.8225 -1.8570 -4.3371  -0.01
62 H 4.8655 3.6111 0.7471  0.00
63 H 4.5050 5.9280 -0.0361  0.00
64 H 3.0778 6.3605 -2.0106  0.00
65 H 2.0329 4.4684 -3.2087  0.00
66 H 2.4395 2.1503 -2.4577  0.00
67 N 0.6145 1.8680 0.2422  0.04
68 C 1.1513 2.7444 1.2827  0.00
69 C 1.8605 2.2349 2.3596  0.00
70 C 2.3368 3.0892 3.3453  0.00
71 C 2.1094 4.4540 3.2603  0.00
72 C 1.3974 4.9638 2.1849  0.00
73 C 0.9192 4.1128 1.2024  0.00
74 H -0.3872 2.0295 0.2409  0.01
75 H 0.9444 2.2480 -0.6419  0.01
76 H 2.0483 1.1762 2.4428  0.00
77 H 2.8823 2.6772 4.1847  0.00
78 H 2.4834 5.1172 4.0298  0.00
79 H 1.2125 6.0279 2.1092  0.00
80 H 0.3669 4.5147 0.3604  0.00
81 N -9.0333 -4.3758 0.7039  0.00
82 C -8.0531 -3.7781 0.6510  0.00
83 C -6.8604 -2.9933 0.5696  0.00
84 C -6.9695 -1.6107 0.4060  0.00
85 C -5.8368 -0.8367 0.2664  0.00
86 C -4.5825 -1.4399 0.2975  -0.03
87 C -4.4664 -2.8093 0.4963  0.01
88 C -5.6011 -3.5872 0.6252  -0.01
89 N -3.4264 -0.6510 0.0707  -0.01
90 C -3.3169 0.4029 -0.8110  0.00
91 C -2.0029 0.7158 -0.8576  0.03
92 N -1.2827 -0.1104 -0.0214  0.03
93 C -2.1892 -0.9168 0.5178  0.03
94 H -7.9467 -1.1480 0.3902  0.00
95 H -5.9180 0.2355 0.1471  0.00
96 H -3.5032 -3.3069 0.5020  0.03
97 H -5.4912 -4.6577 0.7348  0.00
98 H -4.1463 0.8040 -1.3654  0.00
99 H -1.5297 1.4591 -1.4661  0.00
100 H -1.9854 -1.6680 1.2599  -0.02
101 Se -1.5441 -5.2511 -4.0461  0.31
102 Sb -1.5612 -4.7067 -1.6887  0.26
103 Se -0.1029 -2.5348 -0.8254  0.06
104 Se -2.7422 -6.1657 -0.1469  0.33
105 Se 0.9268 -4.5280 -0.8464  0.09

***

[4]
Here is a structure of composition C13H16LaN2PSe at a distorted geometry from the Open Molecules 2025 dataset. Energies are from ωB97M-V/def2-TZVPD.

Energy relative to the best compared isomer or geometry (same formula, charge and spin) (kcal per mole): 55.2
E_LUMO (eV): -0.821
Kohn-Sham gap (eV): 4.904
Spin multiplicity: 1
E_HOMO (Eh): -0.2104
DFT total energy (hartree): -3388.64854

Last column: Mulliken charge in e.
Element x y z (Å)
1 C 1.3994 -0.5614 -0.9384  -0.34
2 C 1.9193 -1.8828 -0.8461  -0.78
3 C 1.1235 -2.7234 -1.6836  -0.34
4 C 0.1975 -1.9178 -2.3968  -0.78
5 C 0.2999 -0.5907 -1.8861  -0.53
6 La -1.5764 0.4575 1.0894  0.85
7 P 0.2563 2.8751 1.0169  -0.30
8 H 1.7829 0.3312 -0.4343  0.41
9 H 2.7550 -2.1938 -0.2249  0.37
10 H 1.2592 -3.7964 -1.7984  0.40
11 H -0.2899 0.2765 -2.2225  0.49
12 H -0.5139 -2.2425 -3.1578  0.35
13 H 0.2612 3.7641 -0.1046  0.12
14 H 1.6542 2.9215 1.2518  0.13
15 H -0.0888 3.8552 2.0003  0.11
16 C -1.6441 -1.3827 4.5681  -0.89
17 N -2.6662 -0.8091 3.6869  0.26
18 C -2.8533 -1.1415 2.3724  -0.60
19 Se -1.7682 -2.1566 1.2160  -0.24
20 N -3.8491 -0.2583 1.9507  0.03
21 C -4.5564 0.2296 3.0681  0.37
22 C -5.7207 0.9831 3.1312  -0.80
23 C -6.0962 1.3817 4.4267  -0.49
24 C -5.2724 1.1198 5.5527  -0.63
25 C -4.0631 0.4072 5.4256  -0.84
26 C -3.7795 -0.0786 4.1532  1.07
27 H -1.8770 -1.0961 5.5946  0.28
28 H -0.6748 -0.9699 4.2863  0.30
29 H -1.5978 -2.4696 4.4858  0.34
30 H -4.2530 -0.3469 1.0069  0.29
31 H -6.2813 1.1852 2.2128  0.38
32 H -7.0379 1.9067 4.5890  0.37
33 H -5.5985 1.4776 6.5353  0.37
34 H -3.3743 0.2284 6.2443  0.29

***

Which formula does entry 3 have?
C46H42BN10SbSe4W

***

Repeat the fourth record exactly.
Here is a structure of composition C13H16LaN2PSe at a distorted geometry from the Open Molecules 2025 dataset. Energies are from ωB97M-V/def2-TZVPD.

Energy relative to the best compared isomer or geometry (same formula, charge and spin) (kcal per mole): 55.2
E_LUMO (eV): -0.821
Kohn-Sham gap (eV): 4.904
Spin multiplicity: 1
E_HOMO (Eh): -0.2104
DFT total energy (hartree): -3388.64854

Last column: Mulliken charge in e.
Element x y z (Å)
1 C 1.3994 -0.5614 -0.9384  -0.34
2 C 1.9193 -1.8828 -0.8461  -0.78
3 C 1.1235 -2.7234 -1.6836  -0.34
4 C 0.1975 -1.9178 -2.3968  -0.78
5 C 0.2999 -0.5907 -1.8861  -0.53
6 La -1.5764 0.4575 1.0894  0.85
7 P 0.2563 2.8751 1.0169  -0.30
8 H 1.7829 0.3312 -0.4343  0.41
9 H 2.7550 -2.1938 -0.2249  0.37
10 H 1.2592 -3.7964 -1.7984  0.40
11 H -0.2899 0.2765 -2.2225  0.49
12 H -0.5139 -2.2425 -3.1578  0.35
13 H 0.2612 3.7641 -0.1046  0.12
14 H 1.6542 2.9215 1.2518  0.13
15 H -0.0888 3.8552 2.0003  0.11
16 C -1.6441 -1.3827 4.5681  -0.89
17 N -2.6662 -0.8091 3.6869  0.26
18 C -2.8533 -1.1415 2.3724  -0.60
19 Se -1.7682 -2.1566 1.2160  -0.24
20 N -3.8491 -0.2583 1.9507  0.03
21 C -4.5564 0.2296 3.0681  0.37
22 C -5.7207 0.9831 3.1312  -0.80
23 C -6.0962 1.3817 4.4267  -0.49
24 C -5.2724 1.1198 5.5527  -0.63
25 C -4.0631 0.4072 5.4256  -0.84
26 C -3.7795 -0.0786 4.1532  1.07
27 H -1.8770 -1.0961 5.5946  0.28
28 H -0.6748 -0.9699 4.2863  0.30
29 H -1.5978 -2.4696 4.4858  0.34
30 H -4.2530 -0.3469 1.0069  0.29
31 H -6.2813 1.1852 2.2128  0.38
32 H -7.0379 1.9067 4.5890  0.37
33 H -5.5985 1.4776 6.5353  0.37
34 H -3.3743 0.2284 6.2443  0.29